This record from the OMol25 dataset describes a cluster of 2 separate species, C13H7Cl4O4S in total at a distorted geometry. The level of theory is ωB97M-V with the def2-TZVPD basis set.

```
29
Properties=species:S:1:pos:R:3:forces:R:3
Cl 3.31142 0.45376 3.37279 0.4 0.1 0.0
C 1.65632 0.23684 3.03032 -1.2 -0.1 0.0
C 0.80584 1.27823 2.95966 0.8 -0.1 -0.2
C -0.64080 1.14804 2.74316 -0.6 -0.1 0.2
O -1.37508 2.12462 2.62943 0.8 -1.2 0.3
C -1.13279 -0.30013 2.66466 0.8 0.6 0.9
Cl -2.77833 -0.52789 3.12035 -0.2 -0.1 -0.3
C -0.26268 -1.33666 2.66630 0.1 -0.4 0.4
C 1.17467 -1.18988 2.89187 0.2 -0.8 -0.1
O 1.94028 -2.15318 3.03411 -0.8 1.3 -0.2
H 1.19463 2.28587 3.05042 -0.1 0.0 0.0
H -0.65635 -2.34854 2.59030 0.2 0.2 0.2
Cl -4.06641 -0.98680 -7.93024 -0.4 -0.1 -0.5
C -3.42758 -0.72385 -6.36298 0.9 0.3 1.4
C -2.87634 -1.79435 -5.64443 -0.1 0.4 0.0
C -2.27141 -1.55676 -4.40602 -0.5 -0.2 -0.5
C -2.23749 -0.27344 -3.88693 0.2 -0.1 0.5
S -1.24603 0.04191 -2.39460 -1.2 -0.7 1.0
C -2.22922 -0.15459 -0.96218 -1.0 -1.6 -3.2
Cl -1.54895 0.49604 0.35322 0.5 2.2 1.1
O -0.24057 -1.00328 -2.37576 0.5 0.5 -0.5
O -0.86857 1.42905 -2.55725 0.8 0.3 -0.2
C -2.77476 0.79337 -4.59307 -0.5 -0.2 -0.4
C -3.38352 0.57405 -5.83353 0.1 -0.4 0.1
H -2.91679 -2.79936 -6.05713 0.0 0.2 0.0
H -1.84681 -2.37996 -3.84783 0.1 0.1 0.0
H -3.30634 -0.12158 -1.06366 0.1 0.2 -0.1
H -2.74466 1.79364 -4.18299 0.2 0.0 0.0
H -3.81866 1.39859 -6.39367 0.1 -0.2 0.1
```
Forces are in eV/Å.

Energy relative to the best compared isomer or geometry (same formula, charge and spin) in kcal per mole: 6.6
DFT total energy in Eh: -3039.438797
Net charge: -1


This record from the OMol25 dataset describes an isolated molecule of C13H8F13IO3S. The level of theory is ωB97M-V with the def2-TZVPD basis set.

```
39
Properties=species:S:1:pos:R:3:forces:R:3
C -0.20631 2.91741 4.60157 0.0 0.0 0.1
C -1.04094 2.22628 3.57039 0.0 0.2 -0.1
C -1.13009 0.90209 3.43290 -0.2 -0.1 0.0
O -0.52017 0.04700 4.27576 0.2 0.1 0.0
C -2.04857 0.32372 2.40577 0.1 0.3 -0.2
O -2.55917 -0.75921 2.55672 0.3 -0.4 0.0
C -2.28354 1.14228 1.16604 0.0 -0.2 0.1
C -2.57331 0.38878 -0.09671 0.0 0.1 0.0
C -1.28697 0.26071 -0.93896 -0.1 0.1 0.2
C -1.34131 -0.95493 -1.82787 0.1 0.1 -0.2
F -2.40682 -0.84858 -2.65689 -0.3 0.0 -0.2
F -1.51858 -2.08400 -1.10543 0.0 -0.2 0.1
C -0.11477 -1.15812 -2.77385 0.1 0.0 0.1
F -0.45621 -1.98471 -3.77523 0.0 -0.1 -0.1
F 0.17644 0.05079 -3.29687 0.0 0.1 0.0
C 1.15514 -1.75868 -2.09169 0.1 0.0 -0.1
F 1.45017 -0.98571 -1.02968 0.1 0.1 -0.1
F 0.86048 -2.98895 -1.65629 0.0 -0.1 0.1
C 2.38101 -1.90777 -3.08099 -0.1 -0.1 -0.2
F 2.15894 -3.01302 -3.80531 0.1 0.4 0.1
F 2.44578 -0.85490 -3.90297 0.0 -0.2 0.2
S 4.10690 -2.07079 -2.25806 -0.1 0.0 0.1
F 4.33209 -3.51761 -2.85050 0.0 0.0 0.0
F 3.44600 -2.71854 -0.96237 0.0 0.1 -0.1
F 3.91937 -0.61288 -1.64869 0.0 -0.1 -0.1
F 4.79797 -1.44907 -3.53706 0.0 0.0 0.0
F 5.50865 -2.15350 -1.55723 0.1 0.0 0.0
C -2.19685 2.45996 1.31173 0.0 0.1 0.2
I -2.52162 3.81684 -0.21342 -0.1 0.1 -0.1
C -1.88858 3.04989 2.66296 0.1 -0.2 0.1
O -2.31838 4.12535 2.99449 0.1 0.3 -0.1
H 0.79516 3.09847 4.19950 0.0 0.0 0.0
H -0.64120 3.88122 4.86153 0.0 -0.1 0.0
H -0.09611 2.30348 5.49479 0.0 0.0 0.0
H -0.51043 -0.84057 3.89574 -0.3 -0.1 0.1
H -3.32886 0.92693 -0.67074 0.0 -0.1 0.0
H -2.95762 -0.59638 0.16695 0.0 0.1 0.0
H -0.41366 0.19337 -0.29112 0.0 -0.1 -0.1
H -1.17403 1.14334 -1.56893 0.1 0.0 0.0
```
Forces are in eV/Å.

Structure (SMILES): CC1=C(O)C(=O)C(CCC(F)(F)C(F)(F)C(F)(F)C(F)(F)S(F)(F)(F)(F)F)=C(I)C1=O
DFT total energy in Eh: -2719.973247
Net charge: 0


This record from the OMol25 dataset describes a structure of composition C13H8F3N2OPtSSe at a distorted geometry. The level of theory is ωB97M-V with the def2-TZVPD basis set.

```
30
Properties=species:S:1:pos:R:3:forces:R:3
Pt -0.10941 -0.69518 0.51640 -0.6 1.7 -0.4
F -2.72676 1.80239 4.20895 0.0 -0.1 -0.1
C -2.93586 2.67526 3.21163 -0.1 0.3 0.6
F -4.13947 3.23748 3.47912 -0.3 -0.1 -0.3
F -2.04624 3.67272 3.38335 0.2 0.0 -0.2
C -2.86923 2.06818 1.84864 -0.4 -0.1 -0.3
C -3.94756 2.11894 0.97942 0.5 -0.1 0.3
C -3.83632 1.52974 -0.27412 0.2 0.1 -0.2
C -2.64273 0.92185 -0.61582 -0.4 0.0 -0.3
N -1.60937 0.85020 0.21343 0.0 -1.0 1.0
C -1.69748 1.38465 1.45911 0.2 0.3 0.1
S -0.33875 1.10951 2.44261 0.6 -0.3 -0.4
H -4.86593 2.60412 1.27404 0.0 0.0 0.1
H -4.66320 1.53795 -0.96479 0.0 0.0 -0.1
H -2.50918 0.45559 -1.58429 0.0 -0.1 0.1
O 4.12685 -1.49083 0.32869 1.6 0.0 -0.2
C 2.95750 -1.37891 0.41207 -1.5 -0.2 0.3
N 1.78426 -1.31068 0.50443 -0.3 -0.4 0.2
Se -2.14993 -2.12365 0.26849 0.1 0.1 -0.2
C -2.11067 -3.77621 1.22498 0.2 0.2 -0.2
C -2.24215 -3.82196 2.60833 0.1 0.1 0.0
C -2.31988 -5.04159 3.25657 -0.1 -0.1 0.1
C -2.27048 -6.22521 2.53594 0.1 -0.1 0.0
C -2.11658 -6.18182 1.15928 -0.1 -0.2 0.0
C -2.04625 -4.96563 0.50867 0.1 0.1 -0.1
H -2.27300 -2.89987 3.17279 0.0 0.1 0.0
H -2.42542 -5.07299 4.33366 0.0 0.0 0.0
H -2.33804 -7.17805 3.04309 0.0 0.0 0.1
H -2.05130 -7.09854 0.58971 0.0 -0.1 0.0
H -1.92886 -4.91830 -0.56392 0.0 0.0 -0.1
```
Forces are in eV/Å.

Energy relative to the best compared isomer or geometry (same formula, charge and spin) in kcal per mole: 37.4
DFT total energy in Eh: -3903.578224
Net charge: -1


This record from the OMol25 dataset describes a cluster of 35 separate species, C13H94N3O35 in total at a distorted geometry. The level of theory is ωB97M-V with the def2-TZVPD basis set.

```
145
Properties=species:S:1:pos:R:3:forces:R:3
C 5.31137 -2.09679 2.46893 0.3 0.2 0.5
O 5.52136 -2.16087 1.06932 -0.4 -0.3 0.0
C 4.37741 -1.70245 0.35246 0.4 0.1 0.2
C 4.28872 -0.18444 0.22975 -0.2 -0.5 -0.3
C 3.08387 0.14580 -0.68955 0.7 0.2 0.0
C 2.30122 1.40214 -0.32758 0.4 -0.3 0.2
C 1.65736 1.39000 1.06758 -0.6 0.5 -0.5
C 0.13557 1.23754 0.98346 0.2 -0.1 0.4
N -0.28629 -0.18612 0.93437 -0.1 -0.3 -0.1
C -1.47892 -0.67616 0.47591 -0.2 0.1 -0.3
N -1.51970 -1.97250 0.52091 0.1 -0.3 0.1
N -0.32079 -2.32561 1.03496 -0.1 0.3 0.9
C 0.05140 -3.71900 1.23679 0.1 -0.8 -1.1
C 0.43067 -4.35528 -0.13019 0.2 0.5 -0.3
C 1.11563 -3.32878 -1.05381 0.0 -0.2 0.8
C 1.37585 -5.54005 0.04760 -0.3 0.0 -0.4
C 0.41218 -1.26543 1.29959 0.1 0.0 -0.1
H 5.47858 -1.08364 2.84247 -0.2 0.1 0.0
H 4.29887 -2.41548 2.74472 0.0 0.0 -0.1
H 6.00817 -2.73999 3.00344 0.1 -0.1 -0.4
H 4.43530 -2.16294 -0.63761 0.0 0.1 0.0
H 3.48932 -2.11658 0.85434 -0.1 0.1 -0.1
H 5.20549 0.12467 -0.27541 0.0 0.2 0.2
H 4.26629 0.27821 1.22344 -0.2 -0.1 -0.3
H 3.50234 0.32441 -1.67935 -0.2 -0.1 -0.1
H 2.44627 -0.74027 -0.79116 -0.2 0.1 0.1
H 1.54897 1.58505 -1.09368 -0.1 0.0 0.1
H 2.98743 2.24906 -0.38810 0.0 0.0 0.0
H 2.11106 0.66698 1.74056 0.1 0.0 0.1
H 1.81598 2.35657 1.54636 0.1 0.0 0.1
H -0.24248 1.69807 0.07264 0.0 0.1 0.0
H -0.34370 1.70322 1.84493 -0.1 -0.1 0.0
H -2.30014 -0.08560 0.10016 0.1 0.2 0.1
H 0.87567 -3.79716 1.94467 0.1 0.3 0.0
H -0.80158 -4.25916 1.64303 0.0 0.1 0.2
H -0.50401 -4.63162 -0.62368 0.0 -0.4 0.1
H 0.43489 -2.53696 -1.36818 0.1 0.0 -0.2
H 1.94252 -2.88559 -0.49221 0.1 0.1 -0.2
H 1.53246 -3.85957 -1.90480 -0.1 0.1 -0.2
H 1.61131 -5.92916 -0.94339 0.0 -0.1 0.0
H 0.94490 -6.36109 0.61902 0.1 0.1 0.2
H 2.32561 -5.20004 0.46542 0.0 -0.1 0.2
H 1.39783 -1.30526 1.72817 0.0 0.1 0.0
O 0.36081 3.62815 -1.74160 -0.2 0.0 0.2
H 0.03747 4.30556 -2.35950 0.2 0.0 -0.2
H 0.64008 4.13231 -0.96966 0.0 0.0 0.0
O -0.71416 -3.69604 4.45617 0.1 0.1 -0.2
H -0.44362 -4.60482 4.28810 0.0 0.0 0.2
H -0.78367 -3.28691 3.59054 -0.1 0.0 0.0
O -3.05273 -5.16530 0.29955 0.2 0.0 0.0
H -2.52169 -4.45668 0.67401 -0.2 0.2 0.0
H -3.54719 -5.52155 1.04572 -0.1 0.0 -0.1
O 2.78472 1.62296 -3.58695 -0.2 0.0 0.0
H 2.34386 1.14962 -4.30050 0.0 0.0 0.0
H 2.11557 2.24298 -3.26687 0.1 0.1 0.0
O -2.71135 4.66674 -2.42463 0.1 -0.2 0.1
H -2.87005 4.05898 -3.16419 -0.1 0.2 -0.2
H -2.42087 4.09381 -1.70509 0.0 -0.1 -0.1
O 1.81791 -5.21634 -3.80538 0.1 0.1 -0.1
H 0.97746 -5.13176 -4.26915 0.0 -0.1 0.0
H 2.46773 -5.31916 -4.51513 0.1 0.0 0.0
O -3.65152 4.33015 -5.07622 0.1 0.0 0.2
H -4.07535 3.82905 -5.78384 0.1 -0.2 -0.1
H -4.34066 4.93849 -4.78188 0.0 0.1 -0.2
O -5.67702 3.53512 -2.70135 0.1 0.0 0.0
H -5.15945 4.31690 -2.47185 0.1 -0.1 0.0
H -6.04443 3.23907 -1.86217 -0.1 0.0 0.0
O 3.15680 -2.51712 -4.38505 0.0 0.1 0.0
H 3.66462 -1.80453 -3.98377 0.0 0.0 0.0
H 2.66306 -2.91584 -3.65923 0.0 -0.2 -0.1
O 3.88944 -5.20834 -6.61279 -0.4 -0.2 0.4
H 4.68166 -5.04137 -7.13041 0.0 0.1 0.0
H 3.66353 -4.33433 -6.27484 0.2 0.1 -0.1
O -4.94991 6.73479 -6.16155 0.0 0.0 0.0
H -5.03101 6.64372 -7.11644 -0.1 0.0 0.0
H -4.00405 6.84072 -6.01471 0.0 0.0 0.0
O 8.24808 -0.95530 1.79570 0.0 0.3 0.1
H 7.78119 -1.38711 1.07004 0.0 0.0 0.0
H 7.60211 -0.33007 2.14192 -0.1 -0.1 0.0
O 5.09049 -2.77774 -7.61499 0.1 0.1 0.0
H 5.88481 -2.61879 -8.13555 0.0 0.0 0.0
H 4.85480 -1.91267 -7.26605 0.0 0.0 0.0
O -1.88592 -1.93353 6.45986 0.2 0.3 -0.2
H -1.35270 -2.03906 7.25764 -0.1 -0.1 0.1
H -1.42424 -2.45681 5.79228 -0.1 -0.3 0.2
O -2.49400 5.92737 0.46148 0.3 -0.4 0.1
H -3.40370 5.70017 0.67925 -0.1 0.2 -0.1
H -2.40644 5.64876 -0.45454 -0.1 0.3 -0.1
O 5.05078 -5.03515 0.01609 -0.3 0.1 -0.1
H 5.74971 -4.96894 -0.64269 0.0 -0.1 0.0
H 4.92588 -4.13104 0.32663 0.3 0.0 0.1
O -5.23511 6.92116 0.20697 -0.2 0.0 0.3
H -5.57156 7.58748 -0.40077 0.0 -0.1 -0.1
H -4.98156 7.42228 0.99266 0.0 0.0 0.0
O 0.17339 5.41124 -4.03747 -0.3 -0.1 0.0
H -0.74689 5.39595 -4.33016 0.0 0.1 0.1
H 0.68810 5.28153 -4.84016 0.1 0.0 0.0
O 4.21241 1.19582 3.17363 0.0 0.1 0.3
H 4.82714 1.92182 3.34927 0.1 0.0 -0.1
H 3.93625 0.89986 4.04774 0.1 0.0 0.0
O -7.37201 4.99385 1.61062 0.5 0.0 0.2
H -7.64147 4.40926 0.88679 -0.4 0.3 0.2
H -6.65666 5.52619 1.24450 0.0 0.1 -0.3
O -3.21907 -4.58959 -3.00632 0.1 0.4 0.0
H -4.11315 -4.24206 -2.91391 -0.1 -0.1 0.0
H -2.86035 -4.52869 -2.11324 -0.1 -0.2 0.1
O -5.04013 1.83430 -6.21540 0.0 0.1 0.3
H -4.80778 0.90172 -6.15531 0.1 0.0 -0.1
H -5.21593 2.08885 -5.30004 -0.1 -0.1 0.0
O -4.66344 -1.28575 5.87416 0.0 0.0 -0.2
H -3.74669 -1.58368 5.97388 0.0 0.0 0.2
H -4.98195 -1.19330 6.77603 0.0 0.0 0.0
O 9.24433 1.80314 3.37927 -0.1 -0.1 0.0
H 9.09236 1.11210 2.72590 0.2 -0.1 -0.1
H 9.80747 1.39623 4.04469 0.0 0.1 0.0
O 0.19362 -1.02704 8.70844 -0.1 -0.2 -0.1
H 0.05954 -0.25668 8.14150 0.1 0.0 0.1
H 0.37428 -0.64283 9.57153 0.0 0.0 0.0
O -9.36290 4.28239 -0.05873 -0.1 -0.4 -0.3
H -9.74594 3.76303 -0.77847 -0.1 0.1 -0.1
H -10.08633 4.83018 0.25775 0.1 0.1 0.1
O -10.60582 3.57081 -2.69519 0.0 -0.1 0.0
H -11.50519 3.47711 -3.02415 0.0 0.0 0.1
H -10.04711 3.45162 -3.46979 0.0 0.0 0.0
O -0.53786 -4.11603 8.29045 0.1 0.1 0.1
H -0.01194 -3.40306 8.67546 0.0 0.0 -0.1
H -1.06287 -4.44914 9.02467 0.0 0.0 0.0
O -3.60706 1.16216 2.38868 0.2 -0.1 -0.1
H -2.66977 0.95881 2.44156 0.0 0.1 0.2
H -3.88123 1.22040 3.31225 -0.2 0.0 0.0
O 7.20797 3.60458 2.46607 0.0 -0.1 0.0
H 8.06211 3.31767 2.82643 -0.2 -0.1 0.1
H 7.35301 3.65752 1.51686 0.0 0.1 0.0
O -2.94235 -2.10830 -5.12944 0.1 0.1 0.1
H -2.85552 -2.80887 -4.47178 0.0 -0.2 0.0
H -2.36386 -2.37885 -5.84862 0.0 0.0 0.0
O 0.98636 1.70236 8.13122 0.0 0.1 -0.1
H 1.80248 1.81489 7.63472 0.0 0.0 0.0
H 0.78848 2.58151 8.47098 -0.1 0.0 0.0
O -5.91168 6.88302 3.97791 0.1 0.1 -0.2
H -6.31376 6.36765 3.26901 -0.2 -0.2 0.1
H -6.63035 7.43218 4.30562 0.0 0.0 0.0
O 4.26635 -7.37996 -3.39220 0.0 0.0 0.0
H 3.94295 -7.76270 -4.21410 0.1 0.0 0.0
H 3.56565 -6.78137 -3.11461 0.0 0.0 0.0
```
Forces are in eV/Å.

DFT total energy in Eh: -3349.127304
Net charge: +1


This record from the OMol25 dataset describes an isolated molecule of C13H9FN2O5. The level of theory is ωB97M-V with the def2-TZVPD basis set.

```
30
Properties=species:S:1:pos:R:3:forces:R:3
C -4.22417 -2.41379 -0.07953 0.0 0.0 0.0
C -3.30669 -1.24026 -0.06850 0.6 -0.1 0.1
C -1.95339 -1.33941 0.08109 -0.1 0.0 0.0
C -1.16302 -0.16953 0.05045 -0.3 0.7 -0.3
O 0.17858 -0.33889 0.20480 -0.3 -0.4 0.3
C 1.04186 0.24164 -0.69531 0.0 0.2 -0.7
O 0.67330 0.66373 -1.75119 0.2 -0.2 0.2
C 2.42194 0.20956 -0.17666 0.2 0.0 -0.1
C 2.66973 0.42587 1.17742 0.1 0.0 -0.1
C 3.96666 0.46703 1.65180 0.0 0.0 0.1
C 5.03308 0.28425 0.78463 -0.1 0.0 -0.1
C 4.80830 0.05949 -0.56244 -0.1 0.0 -0.1
C 3.50812 0.03189 -1.03292 -0.1 0.0 0.2
F 3.30183 -0.21506 -2.33322 0.0 0.1 0.1
C -1.74701 1.06664 -0.12171 -0.2 -0.7 0.0
N -0.96196 2.27351 -0.12861 -0.1 0.1 0.0
O 0.01330 2.28855 0.60404 0.4 0.2 0.3
O -1.31144 3.18093 -0.83417 0.0 0.2 -0.2
C -3.18865 1.20691 -0.25485 0.2 -0.1 0.1
O -3.82433 2.22723 -0.34202 -0.3 0.3 0.0
N -3.86206 -0.02213 -0.22417 -0.3 0.0 -0.1
H -4.96797 -2.31858 0.71050 0.0 0.0 0.1
H -3.67120 -3.33571 0.06738 0.0 0.0 0.0
H -4.75186 -2.46826 -1.03096 0.0 0.0 -0.1
H -1.46519 -2.28991 0.20317 0.0 -0.1 0.0
H 1.83328 0.59357 1.83642 -0.1 0.0 0.1
H 4.14834 0.64657 2.69992 0.0 0.0 0.1
H 6.04568 0.31734 1.15671 0.1 0.0 0.0
H 5.62230 -0.08900 -1.25421 0.0 0.0 -0.1
H -4.86737 0.05582 -0.33788 0.2 0.1 0.0
```
Forces are in eV/Å.

Structure (SMILES): Cc1cc(OC(=O)c2ccccc2F)c([N+](=O)[O-])c(=O)[nH]1
DFT total energy in Eh: -1086.299640
Net charge: 0


This record from the OMol25 dataset describes a structure of composition C13H9HgNO4 at a distorted geometry. The level of theory is ωB97M-V with the def2-TZVPD basis set.

```
28
Properties=species:S:1:pos:R:3:forces:R:3
Hg 0.00915 -0.49587 -0.13688 -0.2 0.1 2.3
C 0.00391 1.41829 1.86896 0.0 1.1 1.9
O -0.00552 1.97971 2.85696 0.0 -1.2 -2.2
C -0.00511 2.22479 -1.18199 0.0 2.5 -0.5
O -0.00838 3.33963 -1.39853 0.0 -2.3 0.4
C -2.76224 0.10385 -0.00572 -2.1 -0.1 0.4
O -3.88249 0.11152 0.16598 2.2 0.0 -0.4
C 2.77565 0.09720 -0.00680 2.3 0.0 0.4
O 3.89864 0.13140 0.15178 -2.4 0.0 -0.4
C 0.00596 -1.96961 -1.84556 0.0 1.3 -2.0
H 0.92418 -2.55736 -1.81729 0.0 0.4 0.3
H -0.90995 -2.56077 -1.80962 0.0 0.4 0.3
C 0.00156 -0.64992 -2.39583 0.0 -2.2 -0.3
H -0.93017 -0.19655 -2.75096 0.2 -0.1 0.4
H 0.92948 -0.19417 -2.75833 -0.2 -0.1 0.4
N -0.17162 -1.55644 2.13818 0.2 1.2 0.8
C -0.12724 -1.22417 3.26437 -0.1 -0.5 -2.0
C -0.07839 -0.78542 4.60702 0.1 0.0 0.5
C -1.26363 -0.40483 5.25773 -0.3 0.1 0.3
C -1.21778 -0.00932 6.59516 0.2 0.1 -0.2
C 0.01725 0.03027 7.27288 -0.1 -0.3 -0.4
C 1.20496 -0.32183 6.60663 -0.1 0.1 -0.2
C 1.15996 -0.73068 5.27265 0.2 0.1 0.2
H -2.20558 -0.42476 4.70124 0.3 0.0 0.3
H -2.14308 0.29251 7.09984 0.5 -0.2 -0.2
H 0.04726 0.31316 8.33000 0.0 0.0 -0.5
H 2.17131 -0.26038 7.11890 -0.5 -0.1 -0.2
H 2.06973 -0.99838 4.72700 -0.3 0.0 0.3
```
Forces are in eV/Å.

Energy relative to the best compared isomer or geometry (same formula, charge and spin) in kcal per mole: 0.0
DFT total energy in Eh: -1009.198458
Net charge: +2